Record 1
Density functional theory data (the ωB97M-V functional and the def2-TZVPD basis) for C5H13NO in the gas phase.

Properties
Orbital gap ... 9.70 eV
E_tot ... -328.27036 hartree
Energy above the lowest of the compared OMol25 structures with the same formula, charge and spin ... 1.3194 eV

Geometry (Å):
C1 0.12 -0.50 1.04
C2 -0.69 0.80 1.15
C3 0.21 2.00 1.40
O1 -1.70 0.66 2.17
C4 0.59 -0.75 -0.37
N1 -0.38 -1.16 -1.38
C5 0.17 -1.22 -2.73
H1 -0.47 -1.34 1.40
H2 1.00 -0.42 1.68
H3 -1.23 0.87 0.24
H4 1.03 1.94 0.68
H5 -0.34 2.89 1.11
H6 0.59 1.97 2.42
H7 -1.62 1.44 2.74
H8 1.13 0.07 -0.86
H9 1.41 -1.51 -0.34
H10 -0.78 -2.07 -1.21
H11 0.93 -0.47 -2.81
H12 -0.63 -1.01 -3.44
H13 0.66 -2.19 -2.90

Record 2
Density functional theory data (the ωB97M-V functional and the def2-TZVPD basis) for a molecular structure, C40H59BrN7OPPd.

Properties
Net charge ... +2
Orbital gap (alpha / beta) ... 6.55 / 5.99 eV
E_tot ... -5060.81101 hartree
Energy above the lowest of the compared OMol25 structures with the same formula, charge and spin ... 1.6206 eV
2S+1 ... 5

Geometry (Å):
Pd1 -0.54 0.35 -0.07
C1 1.13 4.45 -3.47
C2 0.17 5.06 -2.67
C3 -0.61 4.29 -1.83
C4 -0.41 2.90 -1.77
C5 0.57 2.30 -2.57
C6 1.32 3.08 -3.43
N1 -1.22 2.08 -0.98
N2 -2.33 2.52 -0.65
C7 -3.16 1.76 0.13
C8 -4.45 2.24 0.38
C9 -5.31 1.49 1.15
C10 -4.87 0.29 1.68
C11 -3.58 -0.13 1.39
N3 -2.75 0.57 0.63
H1 1.73 5.06 -4.15
H2 0.03 6.13 -2.70
H3 -1.38 4.73 -1.22
H4 0.68 1.22 -2.55
H5 2.05 2.61 -4.08
H6 -4.73 3.19 -0.06
H7 -6.31 1.83 1.34
H8 -5.51 -0.33 2.30
H9 -3.20 -1.08 1.76
C12 -2.02 -6.85 -3.46
C13 -1.52 -6.34 -2.11
C14 -2.51 -6.80 -1.01
C15 -0.13 -6.94 -1.83
C16 -1.42 -4.83 -2.06
C17 -0.94 -4.21 -0.88
C18 -0.84 -2.87 -0.84
Br1 -0.14 -2.02 0.74
C19 -1.19 -1.99 -1.92
O1 -1.07 -0.74 -1.79
C20 -1.68 -2.62 -3.13
C21 -1.76 -4.01 -3.13
C22 -2.12 -1.89 -4.40
C23 -1.20 -2.36 -5.55
C24 -3.57 -2.28 -4.71
C25 -2.06 -0.36 -4.34
H10 -2.07 -7.94 -3.44
H11 -1.33 -6.57 -4.26
H12 -3.01 -6.47 -3.70
H13 -2.56 -7.88 -1.01
H14 -3.51 -6.40 -1.21
H15 -2.19 -6.48 -0.02
H16 -0.20 -8.03 -1.86
H17 0.25 -6.67 -0.85
H18 0.58 -6.62 -2.59
H19 -0.66 -4.80 -0.01
H20 -2.13 -4.48 -4.03
H21 -1.29 -3.43 -5.73
H22 -0.16 -2.13 -5.33
H23 -1.48 -1.84 -6.47
H24 -3.68 -3.35 -4.89
H25 -3.90 -1.76 -5.61
H26 -4.23 -2.00 -3.89
H27 -1.04 0.00 -4.19
H28 -2.69 0.04 -3.55
H29 -2.41 0.04 -5.29
N4 0.02 1.36 1.52
P1 1.42 1.53 2.24
N5 1.86 3.13 2.44
C26 1.89 3.91 1.19
C27 0.93 5.09 1.26
C28 1.37 6.06 2.38
C29 2.29 5.36 3.38
C30 1.81 3.94 3.66
N6 2.72 0.82 1.50
C31 4.06 1.00 2.08
C32 5.03 1.53 1.03
C33 5.21 0.48 -0.09
C34 3.94 -0.38 -0.25
C35 2.71 0.44 0.08
N7 1.43 0.87 3.78
C36 1.72 -0.57 3.90
C37 0.46 -1.36 4.27
C38 -0.06 -0.97 5.66
C39 0.38 0.46 6.01
C40 0.46 1.37 4.79
H30 1.64 3.26 0.35
H31 2.91 4.29 1.02
H32 -0.07 4.70 1.46
H33 0.91 5.60 0.30
H34 0.49 6.45 2.89
H35 1.89 6.92 1.95
H36 2.30 5.91 4.33
H37 3.32 5.34 3.02
H38 0.78 4.02 4.04
H39 2.43 3.48 4.43
H40 4.43 0.05 2.47
H41 3.98 1.69 2.92
H42 5.99 1.75 1.50
H43 4.64 2.46 0.61
H44 6.05 -0.18 0.15
H45 5.44 0.98 -1.03
H46 3.98 -1.25 0.41
H47 3.86 -0.75 -1.27
H48 1.80 -0.15 -0.12
H49 2.69 1.32 -0.57
H50 2.48 -0.71 4.68
H51 2.13 -0.93 2.96
H52 0.68 -2.43 4.21
H53 -0.31 -1.12 3.53
H54 0.32 -1.65 6.42
H55 -1.15 -1.05 5.68
H56 1.36 0.44 6.49
H57 -0.32 0.91 6.71
H58 0.78 2.35 5.13
H59 -0.53 1.48 4.33

Record 3
Density functional theory data (the ωB97M-V functional and the def2-TZVPD basis) for C3H3ClN2O in the gas phase.

Properties
Orbital gap ... 9.19 eV
E_tot ... -760.96673 hartree
Energy above the lowest of the compared OMol25 structures with the same formula, charge and spin ... 2.5797 eV

Geometry (Å):
C1 0.29 -0.66 -0.34
C2 -0.68 1.34 0.25
C3 -0.77 -0.03 0.34
H1 -0.02 -2.48 0.22
H2 2.09 0.86 -0.98
H3 -1.26 1.95 0.87
N1 1.17 0.51 -0.43
N2 0.42 1.65 -0.34
O1 0.58 -1.94 -0.54
Cl1 -1.83 -1.20 0.94

Record 4
Density functional theory data (the ωB97M-V functional and the def2-TZVPD basis) for C3H6N2O in the gas phase.

Properties
Orbital gap ... 10.26 eV
E_tot ... -302.62016 hartree
Energy above the lowest of the compared OMol25 structures with the same formula, charge and spin ... 1.9848 eV

Geometry (Å):
C1 -1.31 0.06 0.05
C2 -0.28 1.24 0.07
C3 0.92 -0.80 0.19
H1 -0.46 1.71 -1.03
H2 -0.61 2.11 0.79
H3 1.52 0.68 -0.89
H4 0.93 -1.13 1.24
H5 1.78 -1.33 -0.30
H6 -0.70 -1.95 -0.03
N1 1.13 0.62 0.08
N2 -0.41 -1.08 -0.23
O1 -2.51 -0.12 0.07

Record 5
Density functional theory data (the ωB97M-V functional and the def2-TZVPD basis) for 2 unconnected molecules or ions with the total composition C3H5.

Properties
Orbital gap (alpha / beta) ... 9.47 / 10.65 eV
E_tot ... -117.12887 hartree
2S+1 ... 2

Geometry (Å):
C1 -2.13 -0.09 -0.03
H1 -2.07 0.48 -0.96
H2 -1.88 -1.15 -0.06
H3 -2.02 0.44 0.92
C2 -5.36 0.09 0.97
C3 -4.78 -0.39 0.00
H4 -5.52 0.60 1.91
H5 -4.83 -0.93 -0.94

Record 6
Density functional theory data (the ωB97M-V functional and the def2-TZVPD basis) for C5H7ClS in the gas phase.

Properties
Orbital gap ... 9.92 eV
E_tot ... -1053.00428 hartree
Energy above the lowest of the compared OMol25 structures with the same formula, charge and spin ... 1.8863 eV

Geometry (Å):
C1 -0.34 -0.82 0.67
C2 -1.28 0.17 -0.20
C3 -0.19 0.69 -1.09
C4 0.87 1.00 -0.09
C5 1.16 -0.39 0.43
H1 -0.61 -0.74 1.74
H2 -2.11 -0.38 -0.68
H3 -1.71 0.90 0.49
H4 0.14 -0.09 -1.75
H5 0.46 1.59 0.75
H6 1.63 -1.06 -0.30
H7 1.73 -0.42 1.34
S1 0.85 2.09 -1.53
Cl1 -0.61 -2.53 0.23

What is the formula in the sixth record?
C5H7ClS